No. 1
Formula: C19H53BCl2F4N3O12
Source: the OMol25 dataset
Level of theory: ωB97M-V/def2-TZVPD

Geometry as XYZ:
```
94
Properties=species:S:1:pos:R:3:mulliken_charge:R:1
N -6.11641 12.49518 9.23831 0.14
H -6.46831 11.90047 8.50170 0.60
H -5.29405 13.02463 8.98628 0.51
H -5.92603 11.89562 10.02849 -0.37
H -6.85031 13.08170 9.60909 -0.36
C -9.62845 19.29656 11.31081 -1.23
C -9.53148 17.83512 11.80321 -0.53
N -8.59428 16.99360 11.01636 0.33
C -8.88243 16.22055 9.92227 -1.17
C -7.69488 15.53873 9.58851 -0.40
N -6.68597 15.81893 10.51442 0.59
C -7.31297 16.66088 11.36467 -0.46
C -5.39607 15.15954 10.66430 -1.01
H -8.61550 19.69234 11.23733 0.34
H -10.04111 19.88778 12.12829 0.40
H -10.07725 19.38047 10.32103 0.33
H -10.51282 17.37694 11.68018 0.36
H -9.20284 17.82567 12.84245 0.41
H -9.84185 16.21358 9.42642 0.48
H -7.52772 14.75675 8.86257 0.85
H -6.85363 16.99151 12.28450 0.47
H -4.98596 15.20390 9.65537 -0.16
H -5.53814 14.13816 11.01741 0.66
H -4.76721 15.71523 11.35989 0.93
B -5.74256 11.78960 11.56922 -0.01
F -5.66175 11.65035 12.94140 0.73
F -5.41219 13.05999 11.24590 0.63
F -4.85419 11.00214 10.87264 -1.24
F -7.01109 11.58797 11.14531 0.83
C -3.96682 14.52267 12.11849 -0.41
C -3.43487 13.21038 12.78155 0.14
O -2.24627 13.45062 13.48398 -0.81
O -4.82262 15.21325 13.03278 -0.83
H -4.53026 14.16086 11.25842 0.80
H -3.13509 15.09237 11.70404 0.73
H -3.33485 12.41339 12.04473 -0.29
H -4.09044 12.82275 13.56134 0.61
H -2.50860 14.05471 14.18245 0.53
H -5.63098 14.72297 13.19946 1.49
C -7.08593 13.48072 13.39165 -1.25
C -8.17793 13.20267 12.32749 -0.34
O -8.55786 14.35461 11.54788 -0.24
O -5.87256 13.81595 12.79978 -0.64
H -6.91136 12.56621 13.95849 -0.19
H -7.26597 14.29069 14.09850 1.04
H -9.12225 12.90292 12.78192 1.19
H -7.86368 12.47614 11.57816 -1.79
H -8.68215 15.09826 12.14212 0.88
H -5.59487 13.02288 12.33555 -2.74
C -5.65401 9.04761 11.14933 0.78
C -6.22291 7.76129 10.66106 -1.14
O -6.29284 7.86731 9.24341 -0.59
O -6.64692 10.01379 11.43945 -0.76
H -4.93072 9.40924 10.41846 -0.34
H -5.16227 8.88053 12.10765 -0.03
H -7.23979 7.61378 11.02478 0.32
H -5.61268 6.90298 10.94218 0.41
H -5.45929 7.55190 8.88661 0.34
H -6.23454 10.86829 11.58560 1.30
C -6.92622 9.68560 14.12736 -0.09
C -6.10052 10.02062 15.37979 -1.13
O -4.83052 10.56271 15.03510 -0.31
O -7.30800 10.81075 13.45669 -0.65
H -7.80640 9.07765 14.33661 0.54
H -6.25834 9.02694 13.57220 -0.23
H -5.87154 9.04322 15.80448 0.56
H -6.63463 10.67727 16.06656 0.35
H -4.47183 10.84778 15.87870 0.22
H -6.52135 11.25924 13.13788 0.14
C -9.00786 13.04936 9.30714 -1.03
C -9.09294 11.66054 10.06376 0.84
O -9.82557 11.75774 11.31678 -0.71
O -7.87069 13.81670 9.77767 -0.06
H -9.92614 13.63541 9.26955 0.46
H -8.73477 12.82009 8.27712 0.42
H -8.05901 11.33102 10.16622 -0.42
H -9.61705 10.88758 9.50167 0.52
H -9.28231 11.30710 11.96747 0.55
H -7.89192 13.99337 10.72103 -0.60
C -2.79086 11.45102 10.24175 0.14
C -3.39093 10.05963 9.80645 -0.29
O -2.55401 9.38781 8.92294 -0.61
O -2.72490 12.36454 9.22254 -0.73
H -1.80079 11.40168 10.69499 0.80
H -3.43283 11.95720 10.96269 -0.16
H -4.35426 10.17495 9.30968 0.20
H -3.52620 9.40480 10.66726 0.38
H -2.81619 9.73634 8.06773 0.46
H -2.34174 13.19248 9.52136 0.41
C -3.55089 10.35053 13.29848 0.30
Cl -2.26713 9.74990 12.18862 -0.27
Cl -2.76201 11.67750 14.26432 -0.29
H -4.41025 10.68588 12.71783 -0.41
H -3.86649 9.53095 13.94408 0.88
```

**Total energy**: -3165.38663 a.u.
**HOMO**: -10.41 eV
**HOMO-LUMO gap**: 8.0 eV
**Total charge**: +1

***

No. 2
Formula: C19H53ClN6O8P5S
Source: the OMol25 dataset
Level of theory: ωB97M-V/def2-TZVPD

Geometry as XYZ:
```
93
Properties=species:S:1:pos:R:3:mulliken_charge:R:1
C 5.47310 -2.46086 0.13741 -1.40
C 4.89943 -1.47309 -0.89740 0.67
Cl 6.09995 -1.37216 -2.25235 -0.25
C 3.52063 -1.88136 -1.40014 -1.50
P 2.52520 -0.32990 -1.94870 1.49
S 2.80510 -0.66546 -4.17385 -0.51
C 0.88170 -1.25241 -2.21391 -1.09
C -0.28171 -0.66278 -1.48537 -0.10
O -1.08849 0.12212 -1.94409 -0.58
O 2.30638 -0.05326 -0.23903 -0.58
C 1.83900 1.24261 0.02533 -0.69
C 2.29405 2.05103 -1.20410 0.13
P 1.83864 3.84531 -1.22073 -0.03
P 3.75204 4.85605 -1.43090 0.90
O 3.62108 6.26375 -1.80337 -0.66
O 4.57261 4.06560 -2.59061 -0.56
O 4.62471 4.63683 -0.10487 -0.49
O 1.87401 1.28007 -2.26685 -0.70
H 4.69209 -2.79707 0.81668 0.34
H 5.99096 -3.28233 -0.35617 0.33
H 6.24101 -1.92164 0.70075 0.40
H 4.86237 -0.50443 -0.40142 0.21
H 3.63551 -2.57577 -2.23329 0.55
H 3.04202 -2.38944 -0.55876 0.36
H 3.81200 0.30768 -2.05351 -0.09
H 3.96105 -0.04636 -4.48013 0.10
H 0.63414 -1.36433 -3.26772 0.52
H 1.03039 -2.25454 -1.79916 0.27
H -0.38789 -0.94687 -0.41334 0.35
H 0.73729 1.31155 -0.03350 0.20
H 2.06338 1.64376 1.01769 0.49
H 3.39948 2.08611 -1.05281 0.06
H 1.15890 4.16287 -2.41461 0.07
H 4.10532 3.25451 -2.83457 0.42
H 4.60099 3.70698 0.15949 0.36
O 0.41441 4.97106 2.36711 -0.83
P -0.84262 5.45656 3.03196 0.90
N -1.80350 4.03638 2.92127 0.15
C -3.24946 4.01172 2.97239 -0.79
C -1.27284 2.90222 3.67247 -1.22
N -1.31493 6.59361 1.79899 0.19
C -2.16002 6.15446 0.69841 -1.14
C -0.18768 7.36366 1.27338 -1.12
N -1.88372 6.24205 4.23050 0.04
C -2.46632 7.56383 4.01010 -0.91
C -1.22024 6.24495 5.55487 -1.07
H -3.64367 4.11465 3.99398 0.28
H -3.60508 3.06003 2.57045 0.35
H -3.70302 4.78765 2.36280 0.17
H -1.46685 3.00331 4.75198 0.33
H -0.19645 2.81309 3.52795 0.34
H -1.72306 1.96938 3.32897 0.38
H -1.81109 5.21804 0.24601 0.30
H -2.18702 6.91771 -0.08112 0.43
H -3.19800 6.03328 1.01528 0.27
H 0.38948 6.80301 0.53114 0.28
H 0.49454 7.65513 2.07440 0.35
H -0.55283 8.28178 0.80472 0.39
H -1.72173 8.33590 3.80208 0.29
H -3.01753 7.85797 4.90923 0.39
H -3.19262 7.54085 3.20255 0.25
H -0.37335 6.93894 5.58411 0.35
H -0.84207 5.24523 5.78986 0.33
H -1.92246 6.51735 6.34390 0.35
O 0.09049 -5.59194 -2.18769 -0.87
P -1.27533 -6.15442 -1.90821 0.80
N -2.21511 -4.72337 -1.99090 0.36
C -3.51130 -4.54889 -1.37071 -0.86
C -2.22089 -4.09012 -3.30948 -1.33
N -0.99069 -6.59954 -0.24334 0.21
C -1.26254 -5.63920 0.81479 -1.04
C 0.32203 -7.20246 -0.03229 -1.18
N -2.66514 -7.24669 -2.01292 0.06
C -2.93278 -8.26948 -1.00437 -0.90
C -2.70264 -7.89196 -3.34621 -1.08
H -4.32361 -5.03038 -1.93385 0.28
H -3.73511 -3.48161 -1.30677 0.34
H -3.54367 -4.92854 -0.35318 0.20
H -2.88254 -4.62068 -4.01149 0.31
H -1.21992 -4.07319 -3.73993 0.39
H -2.55367 -3.05356 -3.23975 0.41
H -0.84316 -4.64757 0.60288 0.25
H -0.84150 -5.99072 1.75864 0.41
H -2.33402 -5.54097 0.99948 0.25
H 1.11808 -6.45333 0.03509 0.33
H 0.57520 -7.88415 -0.84630 0.36
H 0.31778 -7.78568 0.89324 0.38
H -2.10038 -8.96218 -0.85833 0.29
H -3.80581 -8.85055 -1.31811 0.39
H -3.19469 -7.81918 -0.05095 0.24
H -1.89937 -8.62692 -3.46505 0.35
H -2.58762 -7.14003 -4.13274 0.33
H -3.65884 -8.38927 -3.51331 0.36
```

**Total energy**: -4251.37373 a.u.
**HOMO**: -4.86 eV
**HOMO-LUMO gap**: 6.7 eV
**Total charge**: -1